Record 1
Below is a structure of composition C20H15ClN4S3Ti, with properties calculated with ωB97M-V with the def2-TZVPD basis set.

The geometry in XYZ format:
```
44
Properties=species:S:1:pos:R:3:forces:R:3
Ti -1.649089 -1.170441 -0.860128 -0.9 -0.7 -0.5
N 2.064454 -0.646176 0.931980 0.4 0.0 0.0
C 3.123773 -0.776007 -0.029585 -0.1 0.0 0.1
C 4.410010 -0.995867 0.417446 0.1 0.0 0.1
C 5.438550 -1.174259 -0.500548 0.0 0.0 0.0
C 5.169935 -1.153011 -1.858572 0.0 0.0 0.0
C 3.869885 -0.942460 -2.308201 0.1 0.0 0.0
C 2.857395 -0.741495 -1.390539 -0.1 -0.1 0.0
S 1.244956 -0.325403 -1.990174 0.0 0.2 0.1
N 0.306586 -0.563480 -0.577719 0.2 0.3 -0.2
C 0.775412 -0.697139 0.616618 -0.1 0.1 0.2
C -0.262192 -0.962680 1.660059 0.0 0.1 -0.3
C -0.001895 -1.125934 2.993034 0.1 0.1 0.3
C -1.064602 -1.341841 3.869050 0.1 0.0 0.1
C -2.352265 -1.404267 3.376052 -0.1 0.0 0.1
C -2.548119 -1.278791 2.013671 0.2 0.0 -0.1
N -1.524974 -1.063167 1.169385 0.1 -0.1 0.7
H 2.332735 -0.772828 1.894142 0.0 0.0 0.0
H 4.617885 -1.028989 1.481954 0.0 0.0 0.0
H 6.447134 -1.338074 -0.144932 0.0 0.0 0.0
H 5.965860 -1.295499 -2.576862 0.0 0.0 0.0
H 3.656524 -0.919232 -3.371165 0.0 0.0 0.1
H 1.006380 -1.075020 3.379991 0.0 0.0 0.0
H -0.877213 -1.460463 4.928318 0.0 0.0 0.0
H -3.199815 -1.563866 4.027643 0.0 0.0 0.0
H -3.527813 -1.352530 1.566709 -0.1 0.0 0.0
S -4.081333 -1.006923 -1.255044 0.5 -0.1 0.1
C -3.524879 0.617186 -1.190063 0.1 0.3 0.0
N -2.200391 0.753867 -1.151721 0.1 0.6 -0.3
C -1.817286 2.112503 -1.054005 0.0 -0.4 0.0
C -0.532383 2.633944 -0.991225 0.1 0.0 0.0
C -0.384241 4.006654 -0.907573 0.0 0.0 0.0
C -1.492147 4.856911 -0.885497 0.0 0.0 0.0
C -2.775274 4.345562 -0.946645 0.0 0.0 0.0
C -2.917033 2.966478 -1.027627 -0.2 0.0 0.0
S -4.409639 2.056294 -1.117861 -0.1 0.2 0.0
H 0.335174 1.992812 -1.033812 0.0 0.0 0.0
H 0.611033 4.429695 -0.865873 0.0 0.0 0.0
H -1.347037 5.927151 -0.825181 0.0 0.0 0.0
H -3.639167 4.997067 -0.934187 0.0 0.0 0.0
Cl -0.492812 -3.348302 -0.942769 0.0 -0.1 -0.1
C -2.251612 -3.109512 -1.135424 -0.2 -0.3 -0.1
H -2.793578 -3.607514 -0.339251 0.0 0.0 0.1
H -2.566909 -3.454967 -2.113850 0.0 0.0 -0.1
```
Positions in Å, forces in eV/Å.

Values from the calculation:
**E_HOMO**: -13.97 eV
**E**: -3493.92650 Eh
**Kohn-Sham gap**: 6.169 eV
**Lowest unoccupied orbital energy**: -7.798 eV
**Maximum force**: 0.024 Eh/bohr
**Charge**: +2

Record 2
Below is the molecule CH4ClNOP2, with properties calculated with ωB97M-V with the def2-TZVPD basis set.

The geometry in XYZ format:
```
10
Properties=species:S:1:pos:R:3:forces:R:3
C -1.568006 0.462126 0.438267 -1.2 2.3 1.9
P -0.407594 0.569751 -0.921098 -0.8 0.9 -1.8
Cl 0.819113 2.027742 -0.227238 0.3 0.5 0.1
P 0.547563 -1.248879 -0.388518 -0.5 -1.8 0.4
N 1.886504 -0.596406 0.369392 4.2 0.4 0.8
O 3.079478 -0.827372 0.062018 -3.2 0.2 0.4
H -2.008810 1.524113 0.799865 1.2 -2.5 -0.9
H -0.951899 -0.027469 1.184742 -0.5 0.5 1.0
H -2.408931 -0.200102 0.263818 -0.1 -0.1 -0.4
H 1.012586 -1.683505 -1.581245 0.6 -0.4 -1.5
```
Positions in Å, forces in eV/Å.

Values from the calculation:
**E_HOMO (alpha / beta)**: -9.01 / -9.01 eV
**E**: -1313.28774 Eh
**Kohn-Sham gap (alpha / beta)**: 8.134 / 8.128 eV
**SMILES**: CP(Cl)#[PH]N=O
**Lowest unoccupied orbital energy (alpha / beta)**: -0.875 / -0.877 eV
**Maximum force**: 0.083 Eh/bohr

Short version: energy above the lowest of the compared OMol25 structures with the same formula, charge and spin = 0.670 0.408 eV, in the order given.